one) Formula: C3H6O3
Source: the OMol25 dataset
Level of theory: wB97M-V/def2-TZVPD

Each atom is followed by the atoms it is bonded to, with distances in Å.
CARTESIAN COORDINATES (ANGSTROEM)
1 C -0.88751 0.32739 1.61510  H3 1.083, H9 1.090, C10 1.511, H12 1.099
2 O 0.52419 0.44636 -3.01117  C6 1.328, H7 0.954
3 H -1.19003 -0.00915 0.63145  C1 1.083
4 H 1.16956 -1.49728 -2.57657  C6 1.087
5 O -0.17217 -0.80885 -1.32108  C6 1.203
6 C 0.52691 -0.66911 -2.29045  O2 1.328, H4 1.087, O5 1.203
7 H -0.33807 0.84678 -2.93136  O2 0.954
8 H 1.11416 -0.43493 0.99270  C10 1.096
9 H -1.59814 0.08318 2.40456  C1 1.090
10 C 0.56861 -0.00665 1.84073  C1 1.511, H8 1.096, O11 1.197
11 O 1.11244 0.31139 2.85798  C10 1.197
12 H -0.82996 1.41087 1.78811  C1 1.099

**LUMO energy**: 0.6 eV
**SMILES**: CC=O.O=CO
**HOMO-LUMO gap**: 10.1 eV
**E_HOMO**: -9.5 eV



two) Formula: C3H6O3
Source: the OMol25 dataset
Level of theory: wB97M-V/def2-TZVPD

Each atom is followed by the atoms it is bonded to, with distances in Å.
CARTESIAN COORDINATES (ANGSTROEM)
1 O 0.27916 1.41014 -1.28053  C8 1.379, H10 0.973
2 H -1.25625 1.68641 0.05290  C8 1.096
3 H -0.40214 0.25360 1.94243  C5 1.081
4 O 0.07752 -1.25250 -0.94194  C9 1.398, H12 1.015
5 C -0.01283 0.07070 0.95081  H3 1.081, C8 1.554, C9 1.525, O11 1.440
6 H 2.01371 -0.23103 0.77819  O11 0.968
7 H -1.86498 -0.87758 -0.17566  C9 1.094
8 C -0.49443 0.95295 -0.23415  O1 1.379, H2 1.096, C5 1.554, C9 1.495
9 C -0.83749 -0.50174 -0.19778  O4 1.398, C5 1.525, H7 1.094, C8 1.495
10 H 0.50914 0.59713 -1.76407  O1 0.973
11 O 1.21266 -0.67025 1.09866  C5 1.440, H6 0.968
12 H 0.77593 -1.43783 -0.22886  O4 1.015

**LUMO energy**: 0.6 eV
**SMILES**: O[C@H]1[C@@H](O)[C@H]1O
**HOMO-LUMO gap**: 10.1 eV
**E_HOMO**: -9.5 eV



How do the energies compare? Relative to the most stable structure, in hartree: one) 0.0000; two) 0.0502.



one) Formula: C3H6O3
Source: the OMol25 dataset
Level of theory: wB97M-V/def2-TZVPD

Each atom is followed by the atoms it is bonded to, with distances in Å.
CARTESIAN COORDINATES (ANGSTROEM)
1 C 0.79049 -0.25839 0.55743  C2 1.498, C6 1.626, H10 1.264, H12 1.160
2 C -0.45827 0.55667 0.70184  C1 1.498, O3 1.322, O9 1.421
3 O -0.57635 1.66952 1.40632  C2 1.322
4 H 1.79145 0.06094 -1.84199  O11 1.020
5 H -0.17780 -1.86609 -0.79672  C6 1.129
6 C 0.75978 -1.23977 -0.73818  C1 1.626, H5 1.129, H8 1.135, O11 1.417
7 H -2.40187 0.43084 0.39246  O9 1.033
8 H 1.71680 -1.85008 -0.76734  C6 1.135
9 O -1.57238 -0.14064 0.16282  C2 1.421, H7 1.033
10 H 1.03991 -0.82972 1.65747  C1 1.264
11 O 0.86423 -0.36310 -1.84668  H4 1.020, C6 1.417
12 H 1.75550 0.37681 0.44991  C1 1.160

**LUMO energy**: 0.6 eV
**SMILES**: O=C(O)CCO
**HOMO-LUMO gap**: 10.9 eV
**E_HOMO**: -10.3 eV



two) Formula: C3H6O3
Source: the OMol25 dataset
Level of theory: wB97M-V/def2-TZVPD

Each atom is followed by the atoms it is bonded to, with distances in Å.
CARTESIAN COORDINATES (ANGSTROEM)
1 H -1.26963 0.24510 0.03884  C9 1.155
2 C -0.12343 -0.08192 1.97706  H6 1.100, O7 1.218, H10 1.098
3 O 0.00459 0.73885 -2.24715  C5 1.400, H8 0.968
4 H 1.50062 -0.16710 -1.12398  C5 1.085
5 C 0.57473 0.38826 -1.01738  O3 1.400, H4 1.085, C9 1.496, H11 1.093
6 H -0.47793 0.88530 2.36245  C2 1.100
7 O 1.00041 -0.22474 1.53009  C2 1.218
8 H -0.01999 -0.06094 -2.79179  O3 0.968
9 C -0.43426 -0.46756 -0.31927  H1 1.155, C5 1.496, O12 1.198
10 H -0.74060 -0.94144 2.27119  C2 1.098
11 H 0.72420 1.29921 -0.43203  C5 1.093
12 O -0.75033 -1.62289 -0.29746  C9 1.198

**LUMO energy**: 0.4 eV
**SMILES**: O=CCO.C=O
**HOMO-LUMO gap**: 10.1 eV
**E_HOMO**: -9.7 eV



three) Formula: C3H6O3
Source: the OMol25 dataset
Level of theory: wB97M-V/def2-TZVPD

Each atom is followed by the atoms it is bonded to, with distances in Å.
CARTESIAN COORDINATES (ANGSTROEM)
1 H 2.44880 0.93440 -1.58780  C8 1.099
2 H -0.22796 -1.95537 0.35801  C11 1.090
3 H 0.05111 1.45330 -0.00674  O10 1.029
4 O -1.38929 1.11596 0.25813  C7 1.223
5 H -1.11653 -1.06316 1.64171  C11 1.110
6 O 1.17998 -0.54104 -1.10207  C8 1.213
7 C -1.36722 -0.10335 0.16252  O4 1.223, C11 1.464, H12 1.099
8 C 1.54540 0.61479 -1.05035  H1 1.099, O6 1.213, O10 1.321
9 H 0.53239 -0.51540 1.17470  C11 1.090
10 O 0.98702 1.62008 -0.39990  H3 1.029, C8 1.321
11 C -0.38621 -0.97621 0.81098  H2 1.090, H5 1.110, C7 1.464, H9 1.090
12 H -2.23382 -0.62835 -0.26337  C7 1.099

**LUMO energy**: 0.8 eV
**SMILES**: CC=O.O=CO
**HOMO-LUMO gap**: 11.2 eV
**E_HOMO**: -10.4 eV



How do the energies compare? Relative to the most stable structure, in hartree: one) 0.0248; two) 0.0705; three) 0.0000.



one) Formula: C3H11O2S
Source: the OMol25 dataset
Level of theory: wB97M-V/def2-TZVPD

Each atom is followed by the atoms it is bonded to, with distances in Å.
CARTESIAN COORDINATES (ANGSTROEM)
1 H -1.24000 -2.74342 1.00599  C9 1.087
2 C 0.21832 -0.52478 -1.12537  H5 1.094, H8 1.086, S11 1.829, C13 1.560
3 H 0.95634 2.87858 -0.40124  O17 0.973
4 H -0.87527 -3.43417 -0.59896  C9 1.092
5 H 1.23256 -0.22475 -1.40301  C2 1.094
6 H -1.76839 -1.92922 -0.48400  C9 1.089
7 H 2.28445 2.21237 -0.29144  O17 0.964
8 H -0.37770 -0.88951 -1.95700  C2 1.086
9 C -0.97348 -2.51221 -0.02226  H1 1.087, H4 1.092, H6 1.089, C13 1.544
10 H -0.99589 3.47472 1.58769  O15 0.969
11 S -0.72529 0.91285 -0.50105  C2 1.829
12 H -0.60315 2.04786 1.59327  O15 0.982
13 C 0.31757 -1.66707 -0.06811  C2 1.560, C9 1.544, H14 1.094, H16 1.082
14 H 1.20645 -2.28176 -0.23640  C13 1.094
15 O -0.95599 2.73001 2.20573  H10 0.969, H12 0.982
16 H 0.41918 -1.12797 0.86490  C13 1.082
17 O 1.88030 3.07848 -0.16876  H3 0.973, H7 0.964

**Net charge**: -1
**LUMO energy**: 4.1 eV
**HOMO-LUMO gap**: 7.2 eV
**E_HOMO**: -3.1 eV



two) Formula: C3H11O2S
Source: the OMol25 dataset
Level of theory: wB97M-V/def2-TZVPD

Each atom is followed by the atoms it is bonded to, with distances in Å.
CARTESIAN COORDINATES (ANGSTROEM)
1 C -0.12142 0.82139 0.77909  H3 1.088, C5 1.548, H13 1.089, H15 1.086
2 H -3.30856 -0.13491 0.04853  C6 1.094
3 H 0.68438 0.19256 1.15126  C1 1.088
4 H 0.60004 -1.27537 -0.26999  O7 0.957
5 C -1.26217 -0.22411 0.81357  C1 1.548, C6 1.525, H8 1.094, H10 1.087
6 C -2.28040 0.00338 -0.29901  H2 1.094, C5 1.525, H9 1.096, S11 1.852
7 O 1.23977 -0.96169 -0.90913  H4 0.957, H16 0.960
8 H -1.77254 -0.12248 1.77642  C5 1.094
9 H -2.24740 1.04730 -0.63072  C6 1.096
10 H -0.97189 -1.26590 0.70379  C5 1.087
11 S -2.18051 -1.15032 -1.74368  C6 1.852
12 H 3.08987 -0.21525 -0.22476  O14 0.973
13 H -0.39269 1.66917 1.40587  C1 1.089
14 O 3.93085 0.21225 0.01260  H12 0.973, H17 0.964
15 H 0.16467 1.26061 -0.17150  C1 1.086
16 H 0.79123 -0.66512 -1.70441  O7 0.960
17 H 4.03677 0.80848 -0.73791  O14 0.964

**Net charge**: -1
**LUMO energy**: 3.6 eV
**HOMO-LUMO gap**: 6.3 eV
**E_HOMO**: -2.6 eV



How do the energies compare? Relative to the most stable structure, in hartree: one) 0.0000; two) 0.0236.



one) Formula: CH6S2
Source: the OMol25 dataset
Level of theory: wB97M-V/def2-TZVPD

Each atom is followed by the atoms it is bonded to, with distances in Å.
CARTESIAN COORDINATES (ANGSTROEM)
1 S -2.42040 0.74987 1.10355  H3 1.333, C6 1.803
2 H -0.15408 1.63165 1.11216  C6 1.085
3 H -2.20466 -0.53600 0.82488  S1 1.333
4 H 1.58093 -1.59372 -0.58318  S9 1.340
5 H 3.09545 -1.97313 -1.67845  S9 1.321
6 C -0.89532 1.36678 0.36485  S1 1.803, H2 1.085, H7 1.086, H8 1.090
7 H -1.07669 2.24946 -0.24200  C6 1.086
8 H -0.48676 0.61259 -0.30727  C6 1.090
9 S 2.56154 -2.50750 -0.59456  H4 1.340, H5 1.321

**LUMO energy**: 0.6 eV
**SMILES**: CS.S
**HOMO-LUMO gap**: 9.7 eV
**E_HOMO**: -9.2 eV



two) Formula: CH6S2
Source: the OMol25 dataset
Level of theory: wB97M-V/def2-TZVPD

Each atom is followed by the atoms it is bonded to, with distances in Å.
CARTESIAN COORDINATES (ANGSTROEM)
1 H -1.82125 -0.74603 0.56368  S2 1.356
2 S -2.09714 -0.58070 -0.75401  H1 1.356, S9 2.075
3 H 2.93218 0.34284 -0.28970  C5 1.096
4 H 1.19565 0.17921 -0.17130  C5 1.086
5 C 2.13332 -0.25726 0.16028  H3 1.096, H4 1.086, H6 1.086, H8 1.082
6 H 2.21587 -1.23836 -0.29858  C5 1.086
7 H -3.94682 1.15558 0.17323  S9 1.330
8 H 2.27809 -0.18684 1.23045  C5 1.082
9 S -2.88989 1.33155 -0.61406  S2 2.075, H7 1.330

**LUMO energy**: 0.3 eV
**SMILES**: SS.C
**HOMO-LUMO gap**: 9.5 eV
**E_HOMO**: -9.2 eV



How do the energies compare? Relative to the most stable structure, in hartree: one) 0.0040; two) 0.0000.



one) Formula: C6H10OS
Source: the OMol25 dataset
Level of theory: wB97M-V/def2-TZVPD

Each atom is followed by the atoms it is bonded to, with distances in Å.
CARTESIAN COORDINATES (ANGSTROEM)
1 C 2.16808 -0.17125 0.32061  C2 1.482, S6 1.903, H8 1.110, H15 1.120
2 C 1.01898 0.75592 0.45153  C1 1.482, C11 1.529, H12 1.066, C14 1.527
3 H -0.81058 -1.33303 -1.53813  C17 1.120
4 H -1.23480 -0.55237 1.32805  C10 1.086
5 H 0.66464 2.62640 -0.79511  C11 1.068
6 S 1.25498 -1.74705 -0.23004  C1 1.903, C17 1.898
7 H 0.88518 0.48148 -1.68546  C14 1.093
8 H 2.79520 0.24709 -0.49388  C1 1.110
9 H -0.61807 2.22438 0.45601  C11 1.104
10 C -1.51811 -1.05151 0.40636  H4 1.086, H16 1.075, C17 1.500, O18 1.450
11 C 0.20063 1.87282 -0.19658  C2 1.529, H5 1.068, H9 1.104, C14 1.511
12 H 0.44718 0.36847 1.26302  C2 1.066
13 H -3.45396 -0.54478 0.32409  O18 0.937
14 C 0.21624 0.49660 -0.82070  C2 1.527, H7 1.093, C11 1.511, C17 1.546
15 H 2.77047 -0.36169 1.24519  C1 1.120
16 H -1.71863 -2.07057 0.68518  C10 1.075
17 C -0.40556 -0.89934 -0.58773  H3 1.120, S6 1.898, C10 1.500, C14 1.546
18 O -2.66189 -0.34155 -0.13241  C10 1.450, H13 0.937

**LUMO energy**: 0.8 eV
**SMILES**: OC[C@@H]1SC[C@H]2C[C@@H]21
**HOMO-LUMO gap**: 9.5 eV
**E_HOMO**: -8.7 eV



two) Formula: C6H10OS
Source: the OMol25 dataset
Level of theory: wB97M-V/def2-TZVPD

Each atom is followed by the atoms it is bonded to, with distances in Å.
CARTESIAN COORDINATES (ANGSTROEM)
1 C 1.30505 0.40601 1.34764  C5 1.566, C9 1.568, H11 1.144, H16 1.090
2 H 0.98981 -1.87744 1.28975  C5 1.090
3 H 2.31890 -1.23737 0.27726  C5 1.120
4 H -0.27032 -0.32715 -2.78733  S13 1.357
5 C 1.30365 -1.01829 0.69682  C1 1.566, H2 1.090, H3 1.120, C10 1.545
6 H -3.12663 0.12976 -0.16288  C8 1.068
7 H -2.05162 0.85887 -1.33912  C8 1.098
8 C -2.12704 0.47286 -0.31439  H6 1.068, H7 1.098, C12 1.538, H15 1.096
9 C 0.71185 0.91290 -0.01279  C1 1.568, C10 1.535, H17 1.083, H18 1.134
10 C 0.31749 -0.52345 -0.38428  C5 1.545, C9 1.535, C12 1.490, S13 1.831
11 H 2.30901 0.89805 1.59159  C1 1.144
12 C -1.14709 -0.70567 -0.18282  C8 1.538, C10 1.490, O14 1.247
13 S 0.74699 -0.92670 -2.11788  H4 1.357, C10 1.831
14 O -1.55969 -1.84576 0.11064  C12 1.247
15 H -1.94228 1.27246 0.41251  C8 1.096
16 H 0.63278 0.52131 2.19844  C1 1.090
17 H -0.01106 1.71869 -0.00370  C9 1.083
18 H 1.60020 1.27090 -0.61947  C9 1.134

**LUMO energy**: 0.7 eV
**SMILES**: CC(=O)C1(S)CCC1
**HOMO-LUMO gap**: 9.9 eV
**E_HOMO**: -9.2 eV



How do the energies compare? Relative to the most stable structure, in hartree: one) 0.0660; two) 0.0000.



one) Formula: C2H6S2
Source: the OMol25 dataset
Level of theory: wB97M-V/def2-TZVPD

Each atom is followed by the atoms it is bonded to, with distances in Å.
CARTESIAN COORDINATES (ANGSTROEM)
1 H -0.23273 -1.47673 -1.58140  C6 1.115
2 C 0.74941 -0.07284 -0.36128  S4 1.947, C6 1.492, H9 1.015, H10 1.189
3 H -0.77509 0.30429 -1.84129  C6 1.160
4 S 0.82916 -0.91715 1.39125  C2 1.947, S7 2.009
5 H -1.24466 -0.65391 -0.41591  C6 1.015
6 C -0.48421 -0.51639 -1.07451  H1 1.115, C2 1.492, H3 1.160, H5 1.015
7 S 2.52453 -0.18404 2.18085  S4 2.009, H8 1.285
8 H 1.86014 0.85419 2.54561  S7 1.285
9 H 1.60531 -0.23199 -0.88364  C2 1.015
10 H 0.58703 1.08091 -0.12341  C2 1.189

**LUMO energy**: 0.7 eV
**SMILES**: CCSS
**HOMO-LUMO gap**: 9.7 eV
**E_HOMO**: -9.0 eV



two) Formula: C2H6S2
Source: the OMol25 dataset
Level of theory: wB97M-V/def2-TZVPD

Each atom is followed by the atoms it is bonded to, with distances in Å.
CARTESIAN COORDINATES (ANGSTROEM)
1 H -2.25969 -0.76388 1.36303  S2 1.360
2 S -1.78162 -1.83045 0.66756  H1 1.360, S7 2.073
3 C 0.47866 1.11104 -0.08570  H4 1.113, C5 1.506, H9 1.092, H10 1.076
4 H -0.51297 1.35154 0.35847  C3 1.113
5 C 0.52081 -0.32947 -0.52236  C3 1.506, H6 1.079, S7 1.840, H8 1.092
6 H -0.16897 -0.48186 -1.33754  C5 1.079
7 S 0.25290 -1.49326 0.87705  S2 2.073, C5 1.840
8 H 1.52020 -0.54849 -0.90385  C5 1.092
9 H 0.62757 1.71971 -0.97960  C3 1.092
10 H 1.32311 1.26514 0.56292  C3 1.076

**LUMO energy**: 0.5 eV
**SMILES**: CCSS
**HOMO-LUMO gap**: 9.7 eV
**E_HOMO**: -9.2 eV



three) Formula: C2H6S2
Source: the OMol25 dataset
Level of theory: wB97M-V/def2-TZVPD

Each atom is followed by the atoms it is bonded to, with distances in Å.
CARTESIAN COORDINATES (ANGSTROEM)
1 H -1.98665 -1.54765 -0.76653  S9 1.385
2 H 0.32095 -0.27864 1.82798  C10 1.136
3 C -0.31509 -0.03826 -0.06882  H6 1.112, S7 1.836, S9 1.806, C10 1.532
4 H 0.86326 1.25840 0.99571  C10 1.061
5 H 1.77042 -0.24666 0.64810  C10 1.084
6 H -1.14649 0.68284 0.09038  C3 1.112
7 S 0.34666 0.17607 -1.76773  C3 1.836, H8 1.387
8 H 0.19696 1.54692 -1.91820  S7 1.387
9 S -0.87305 -1.75296 0.03023  H1 1.385, C3 1.806
10 C 0.82302 0.19993 0.92889  H2 1.136, C3 1.532, H4 1.061, H5 1.084

**LUMO energy**: 0.7 eV
**SMILES**: CC(S)S
**HOMO-LUMO gap**: 9.7 eV
**E_HOMO**: -8.9 eV



How do the energies compare? Relative to the most stable structure, in hartree: one) 0.0259; two) 0.0000; three) 0.0195.